<i>
The following is a quantum chemistry calculation of a molecular structure, C5H8O4, from the OMol25 dataset.

Cartesian coordinates (Å):
C1 0.951 -0.214 0.235
C2 1.970 -1.227 -0.176
C3 -0.480 -0.356 -0.223
C4 -1.502 0.440 0.509
C5 -2.789 0.128 0.415
O1 0.694 0.727 -1.258
O2 0.220 2.065 -1.026
O3 1.106 0.365 1.432
O4 -0.734 -1.420 -0.809
H1 -0.414 2.193 -1.747
H2 2.039 0.551 1.610
H3 -1.163 1.285 1.094
H4 1.629 -2.257 -0.046
H5 2.242 -1.112 -1.224
H6 2.877 -1.114 0.423
H7 -3.099 -0.741 -0.150
H8 -3.547 0.687 0.943

Calculated values
E_LUMO = 0.50 eV
Frontier orbital gap = 9.475 eV
Molar mass = 132.12 g mol⁻¹
Total charge = 0
HOMO level = -8.98 eV

<ii>
The following is a quantum chemistry calculation of a single C5H8O4 molecule, from the OMol25 dataset.

Cartesian coordinates (Å):
C1 0.836 1.815 1.006
C2 0.543 0.837 -0.068
O1 -0.481 1.286 -1.014
C3 -0.814 0.169 -0.146
O2 -1.813 0.296 0.803
C4 -0.621 -1.234 -0.830
O3 -0.251 -1.217 -2.115
C5 0.337 -2.076 -0.026
O4 0.602 -2.037 1.143
H1 1.543 2.766 0.817
H2 1.482 1.376 1.808
H3 -0.197 2.178 1.337
H4 1.331 0.204 -0.380
H5 -1.483 0.913 1.389
H6 -1.547 -1.894 -0.734
H7 0.017 -0.367 -2.430
H8 0.517 -3.015 -0.561

Calculated values
E_LUMO = 0.66 eV
SMILES string = C[C@@H]1O[C@@]1(O)[C@@H](O)C=O
Frontier orbital gap = 10.435 eV
Molar mass = 132.12 g mol⁻¹
Total charge = 0
HOMO level = -9.78 eV

Relative energy of each structure, in hartree: <i> 0.0915; <ii> 0.0000.